No. 1
Below is 13 unconnected molecules or ions with the total composition C19H53Cl3N2O12 at a distorted geometry, with properties calculated with ωB97M-V with the def2-TZVPD basis set.

ORCA input file:
```
! RIJCOSX wB97M-V def2-TZVPD def2/J DEFGRID3
* xyz 0 1
C 4.21983 -2.24299 -0.11714
C 4.04980 -1.62571 -1.51582
Cl 5.51140 -1.65790 -2.54486
C 2.91918 -1.06122 -1.98264
Cl 3.01152 -0.36321 -3.63334
C 1.64618 -0.98788 -1.12777
C 1.56653 0.46679 -0.60183
N 1.68476 1.48330 -0.14309
C 0.30128 -1.37064 -1.87523
Cl 0.50320 -2.48830 -3.26436
C -0.56411 -2.12917 -0.84313
N -1.19361 -2.71098 -0.11061
H 3.28399 -2.62692 0.33555
H 4.70591 -1.50236 0.55985
H 4.91472 -3.11350 -0.19142
H 1.68631 -1.61186 -0.20957
H -0.28423 -0.45110 -2.10838
C 0.41219 1.47810 3.42754
O 1.67453 1.29013 2.79836
H 0.34008 0.79580 4.27268
H 0.32273 2.50651 3.78632
H -0.39358 1.26251 2.72061
H 1.71614 1.90332 2.05428
C -3.80974 -4.61138 0.68911
O -4.85740 -5.06914 1.54128
H -3.50949 -5.42853 0.03512
H -4.16515 -3.77527 0.08312
H -2.95383 -4.29612 1.28912
H -5.10646 -4.32904 2.11053
C -2.64706 -3.51142 4.58923
O -3.91275 -4.12415 4.36904
H -2.78866 -2.63385 5.21768
H -1.97774 -4.21319 5.09288
H -2.21184 -3.20492 3.63366
H -3.76470 -4.89685 3.81342
C -0.65698 0.67360 -6.04385
O -0.51898 0.47914 -4.63873
H -1.60183 1.17884 -6.23359
H 0.16412 1.29002 -6.41704
H -0.65683 -0.29229 -6.55445
H 0.32421 0.03036 -4.49880
C -0.75819 3.65823 -2.85375
O -2.02288 3.10467 -3.20619
H -0.90836 4.46345 -2.14005
H -0.13022 2.88858 -2.40092
H -0.27105 4.05618 -3.74757
H -1.84503 2.39685 -3.84060
C 2.41826 5.19277 -0.22342
O 1.43333 4.44965 -0.93638
H 2.36933 6.23189 -0.53837
H 2.22362 5.13268 0.85076
H 3.41325 4.79662 -0.44346
H 1.50262 3.53440 -0.63281
C 4.78592 2.87163 2.71204
O 5.04107 4.25389 2.94296
H 4.57704 2.72692 1.65299
H 5.66319 2.28119 2.99066
H 3.92067 2.55165 3.29641
H 5.22244 4.35811 3.88239
C -4.54531 -8.16211 3.93710
O -5.18206 -6.89328 3.94930
H -4.78165 -8.67857 4.86596
H -4.90848 -8.75513 3.09322
H -3.46070 -8.03703 3.86102
H -4.96020 -6.45115 3.12037
C -3.86303 -0.70952 -1.96015
O -3.72247 -0.92373 -0.56170
H -4.80398 -0.19352 -2.13950
H -3.03906 -0.09091 -2.33001
H -3.87246 -1.66856 -2.48694
H -2.88466 -1.38056 -0.42583
C -1.62641 4.62115 -6.57085
O -2.87237 4.09341 -6.13320
H -1.75106 5.01291 -7.57919
H -1.31071 5.43091 -5.90750
H -0.86779 3.83884 -6.58248
H -2.74636 3.74998 -5.23743
C 3.71723 9.48633 -0.34408
O 3.97165 8.15517 0.08842
H 2.83511 9.48096 -0.98157
H 3.53364 10.13146 0.51895
H 4.57046 9.86422 -0.91338
H 4.75349 8.18101 0.64962
C 0.55530 -6.56907 4.96703
O 0.77791 -5.17568 5.15160
H 0.33032 -6.74792 3.91719
H 1.45091 -7.13101 5.24399
H -0.29029 -6.89688 5.57733
H 0.97442 -5.03969 6.08425
*
```

The calculation puts the strongest force on any atom at 5.20 eV/A. Its total energy is -3148.41477 hartree. The HOMO energy comes out at -0.3616 Ha. The calculation puts the orbital gap at 9.627 eV.

No. 2
Below is a molecular structure, C35H40NO5W at a distorted geometry, with properties calculated with ωB97M-V with the def2-TZVPD basis set.

ORCA input file:
```
! RIJCOSX wB97M-V def2-TZVPD def2/J DEFGRID3
* xyz -1 3
C 0.37123 -0.79068 -4.62247
C 0.25587 -1.41040 -3.18278
C -0.04651 0.67231 -4.50841
C -0.71392 0.97048 -3.13047
H -0.76687 0.87162 -5.31186
H 0.82103 1.32523 -4.67647
C -0.87167 -0.71277 -2.46118
H 1.21775 -1.22648 -2.67608
H 0.09626 -2.49226 -3.27602
C -1.41789 -1.32398 -1.11543
H -1.76152 -0.91412 -3.09171
H -1.78367 1.14171 -3.33041
C -0.20531 2.22120 -2.58563
C 1.77890 -0.94982 -5.22342
C -0.45281 -1.47621 -5.71587
O -1.08946 -0.87899 -6.57246
O 2.79352 -0.89007 -4.54016
O 1.81460 -1.18253 -6.55060
O -0.38722 -2.81345 -5.69804
C -0.96262 -3.35748 -6.89583
H -0.86911 -4.43460 -6.77507
H -0.40175 -2.99583 -7.76612
H -2.00598 -3.03894 -6.98411
C 3.15019 -1.36404 -7.04685
H 3.76707 -0.48317 -6.82100
H 3.06006 -1.50829 -8.12557
H 3.61538 -2.24410 -6.58003
O -0.66137 -1.62663 0.16290
H -1.79923 -2.32888 -1.38219
H -2.32514 -0.75273 -0.83087
C -1.12548 3.07616 -1.82160
C 1.26455 2.41523 -2.47113
H 1.61677 3.16297 -3.20224
H 1.83805 1.47720 -2.63119
H 1.55355 2.80947 -1.47263
H -0.72710 3.32131 -0.82580
H -2.09667 2.57516 -1.68438
H -1.28853 4.02671 -2.34582
W -0.48966 -1.06266 1.93308
C -2.66492 -0.75849 3.13768
C -2.92732 -1.19871 1.81355
C -2.34884 -2.51055 1.66639
H -3.52613 -0.66252 1.08015
C -1.71276 -2.86581 2.90138
C -1.92076 -1.77656 3.80564
H -1.66796 -1.78669 4.86556
H -2.96721 0.19635 3.54745
H -2.41999 -3.16048 0.80215
H -1.31317 -3.84406 3.16507
C 2.27917 0.05897 2.05184
C 2.11703 -0.86580 3.09771
C 1.51643 -2.06259 2.57682
H 2.47240 -0.72014 4.12028
C 1.46496 -1.90286 1.13387
C 1.86107 -0.54194 0.84148
H 1.90809 -0.09797 -0.15069
H 2.76004 1.03091 2.13647
H 1.33382 -3.00618 3.08257
H 1.38876 -2.72434 0.43031
C 0.84202 4.63733 2.60818
C 0.00477 3.93214 1.73015
C -0.30977 2.58918 1.95660
C 0.16259 1.93790 3.12961
C 1.01332 2.67342 3.99848
C 1.33771 4.00448 3.75325
N -0.21670 0.63133 3.45080
C -0.34880 0.42846 4.84125
C 0.25813 -0.65385 5.53437
C 0.06650 -0.84562 6.89731
C -0.76397 0.01125 7.62316
C -1.35195 1.10606 6.97941
C -1.12568 1.32529 5.62098
H 1.11583 5.67638 2.40952
H -0.39029 4.45806 0.85442
H -0.96301 2.04278 1.26887
H 1.39476 2.18003 4.89371
H 1.98246 4.52083 4.46536
H 0.84918 -1.39487 5.00181
H 0.54766 -1.69680 7.38651
H -0.96013 -0.17319 8.68030
H -1.99956 1.79621 7.51614
H -1.54310 2.20497 5.13005
*
```

The calculation puts the strongest force on any atom at 7.05 eV/A. Its total energy is -1855.53662 hartree. The HOMO energy (spin up / spin down) comes out at -0.0800 / -0.0846 Ha. The calculation puts the orbital gap (spin up / spin down) at 4.384 / 4.506 eV.

No. 3
Below is a molecular structure, C26H15Cl3N7O3S2Ti, with properties calculated with ωB97M-V with the def2-TZVPD basis set.

ORCA input file:
```
! RIJCOSX wB97M-V def2-TZVPD def2/J DEFGRID3
* xyz -1 1
Ti -0.18342 -0.04846 0.45961
O 0.03854 -1.04408 -1.24373
N -0.97692 -1.51625 -1.97067
C -0.65446 -2.30718 -3.01810
C -1.62329 -2.82252 -3.82423
C -2.96298 -2.51399 -3.53774
C -3.26527 -1.71790 -2.46985
C -2.25143 -1.18993 -1.63918
S -2.55600 -0.20380 -0.29567
H 0.40507 -2.47654 -3.12933
H -1.34597 -3.45416 -4.65407
H -3.75637 -2.90794 -4.15856
H -4.28525 -1.46663 -2.21881
O 0.87673 -3.68802 1.02085
S 0.30484 -2.56963 1.71594
O -0.99171 -2.04150 1.26903
N 1.14159 -1.21310 1.53302
C 2.51846 -1.17501 1.39536
C 3.43585 -1.99815 1.99639
C 4.81272 -1.80002 1.76356
C 5.26180 -0.79913 0.94983
C 4.33258 0.05727 0.31143
C 4.69818 1.10451 -0.56144
C 3.72276 1.85100 -1.15190
C 2.37338 1.56448 -0.87607
N 1.98377 0.61737 -0.05095
C 2.96049 -0.14057 0.53769
C 0.17966 -2.98450 3.41255
C 0.75563 -4.16929 3.86209
C 0.63721 -4.49281 5.20244
C -0.06443 -3.65036 6.06013
C -0.66009 -2.48920 5.58916
C -0.53661 -2.14377 4.25237
H 3.10497 -2.79369 2.65033
H 5.52165 -2.45780 2.24964
H 6.32021 -0.64888 0.77904
H 5.74696 1.29930 -0.75137
H 3.94923 2.66971 -1.81989
H 1.60610 2.14674 -1.35738
H 1.27680 -4.81192 3.16573
H 1.07605 -5.40971 5.57513
H -0.17061 -3.91888 7.10410
H -1.27317 -1.86108 6.22278
H -1.06932 -1.27508 3.87978
Cl -3.26174 -0.31672 5.05981
C -1.22395 2.17911 4.14431
Cl -0.43005 1.82333 5.61873
Cl -2.36418 3.45191 4.09813
C -0.95457 1.47909 3.06279
N -0.66750 0.88704 2.06201
N -0.47151 1.83930 -0.50087
C -0.58683 2.95173 -0.80827
C -0.59800 4.25241 -1.27284
C 0.66860 4.85442 -1.47296
N 1.70185 5.34510 -1.63401
C -1.79789 4.90776 -1.63777
N -2.76785 5.45222 -1.94192
*
```

The calculation puts the strongest force on any atom at 0.54 eV/A. Its total energy is -4635.34598 hartree. The HOMO energy (spin up / spin down) comes out at -0.1646 / -0.1646 Ha. The calculation puts the orbital gap (spin up / spin down) at 5.338 / 5.336 eV.

No. 4
Below is a molecular structure, C26H28As2N2RuS at a distorted geometry, with properties calculated with ωB97M-V with the def2-TZVPD basis set.

ORCA input file:
```
! RIJCOSX wB97M-V def2-TZVPD def2/J DEFGRID3
* xyz 1 2
Ru -0.40618 -0.51695 -0.13231
C -2.65755 2.08614 2.84355
As -1.88673 1.19193 1.28628
C -2.31965 2.60371 0.01905
C -0.03177 1.60407 1.81162
C 0.46590 2.90658 1.77534
C 1.74748 3.18760 2.21432
C 2.54869 2.16507 2.71144
C 2.06212 0.87079 2.76684
C 0.77424 0.57838 2.32153
As 0.07173 -1.25065 2.29904
C -0.94592 -1.20817 3.95851
C 1.57702 -2.32477 2.87440
H -2.21796 3.07964 2.88417
H -2.42713 1.54449 3.75691
H -3.73772 2.15360 2.72895
H -1.95757 3.57460 0.35116
H -3.40627 2.65261 -0.06317
H -1.91153 2.36195 -0.95112
H -0.15041 3.71462 1.40195
H 2.12001 4.20302 2.17610
H 3.55120 2.37809 3.05893
H 2.69795 0.08216 3.14711
H -0.31605 -0.80562 4.74884
H -1.25913 -2.21889 4.21560
H -1.83444 -0.59434 3.83599
H 1.99663 -1.91206 3.78977
H 2.33289 -2.36714 2.09373
H 1.21849 -3.33270 3.07780
S 2.02549 -0.82661 -0.36884
C 1.90298 0.74704 -1.08069
C 2.97758 1.58085 -1.38902
C 2.72094 2.75276 -2.06607
C 1.41212 3.05340 -2.44812
C 0.40653 2.19253 -2.07234
N 0.64800 1.08088 -1.36725
H 3.97881 1.28766 -1.10533
H 3.52851 3.42846 -2.31698
H 1.18260 3.93483 -3.02880
H -0.61942 2.37483 -2.35952
C 0.70373 -4.93725 -0.52896
C 0.84624 -4.94150 -1.90896
C 0.34508 -3.88595 -2.64642
C -0.25918 -2.82509 -1.98602
N -0.33715 -2.79932 -0.64241
C 0.11152 -3.83607 0.05948
C -0.96244 -1.71088 -2.62930
C -1.09547 -1.56416 -4.00407
C -1.95010 -0.60200 -4.52037
C -2.70501 0.18267 -3.66405
C -2.53665 0.07404 -2.28460
C -1.64300 -0.84448 -1.76083
H 1.03537 -5.76641 0.07928
H 1.33558 -5.76737 -2.40831
H 0.42325 -3.88882 -3.72359
H -0.02600 -3.78617 1.13119
H -0.54463 -2.20440 -4.68116
H -2.04864 -0.48757 -5.59155
H -3.42106 0.88913 -4.06461
H -3.13396 0.68719 -1.62412
*
```

The calculation puts the strongest force on any atom at 1.67 eV/A. Its total energy is -6081.42726 hartree. The HOMO energy (spin up / spin down) comes out at -0.3849 / -0.3861 Ha. The calculation puts the orbital gap (spin up / spin down) at 6.748 / 7.131 eV.

No. 5
Below is a gas-phase ion, C3H8NS (charge -1) at a distorted geometry, with properties calculated with ωB97M-V with the def2-TZVPD basis set.

ORCA input file:
```
! RIJCOSX wB97M-V def2-TZVPD def2/J DEFGRID3
* xyz -1 1
C 0.19333 -1.10961 -0.82298
C 0.29360 0.27920 -0.28849
C 0.48264 0.34486 1.25557
S -0.79576 -0.66308 2.12583
N -0.89935 1.22176 -0.75261
H -0.51405 -1.79205 -0.29084
H -0.10713 -1.10806 -1.89812
H 1.20341 -1.61168 -0.64475
H 1.08618 0.82646 -0.88155
H 0.37907 1.42988 1.49033
H 1.58976 -0.05034 1.68896
H -1.25921 1.54812 0.15478
H -1.65249 0.68454 -1.13612
*
```

The calculation puts the strongest force on any atom at 3.35 eV/A. Its total energy is -572.04422 hartree. The HOMO energy comes out at -0.0881 Ha. The SMILES is C[C@@H](N)C[S-]. The calculation puts the orbital gap at 6.622 eV.